Entry 1:
52
Properties=species:S:1:pos:R:3:lowdin_charge:R:1 method="wB97M-V/def2-TZVPD" s2=0.762 orbital_gap_ev="5.84 / 5.45" multiplicity=2 charge=-2 e_above_lowest_kcal_mol=14.9 e_homo_ev="-1.51 / -1.12" e_tot_ha=-5158.03009
Ge 0.174 -0.268 -0.224 0.479
H 3.197 -2.453 0.179 0.001
H 0.693 0.501 -4.666 0.015
C 0.583 -1.495 3.058 -0.223
H -0.497 -1.340 3.139 0.017
Si 0.676 1.908 0.572 0.294
H 0.055 1.576 2.969 0.010
C 2.882 -2.142 1.179 -0.242
H -0.198 3.267 2.490 0.017
O -2.545 -1.078 1.804 -0.609
C -0.288 2.226 2.161 -0.231
H 1.052 -3.052 -2.481 0.009
H 0.212 4.230 -0.242 0.017
H -0.501 -2.429 -3.058 0.019
Cl -3.475 2.018 0.084 0.572
Si 0.959 -0.559 -2.430 0.297
H 3.114 2.163 0.041 0.006
H 3.174 0.607 -2.159 0.005
H 0.929 -2.393 -4.125 0.015
H 3.398 -1.205 1.410 0.007
C -4.014 3.664 0.372 -1.017
C 0.324 0.722 -3.657 -0.229
H 0.722 3.187 -1.584 0.004
H -3.265 4.355 -0.001 0.012
H 0.404 -3.890 -0.146 0.011
H -1.344 1.991 1.999 -0.006
H -0.767 0.697 -3.653 0.006
H -4.188 3.806 1.432 0.019
H -0.886 -3.489 1.003 0.011
H 3.221 -0.519 -3.524 0.012
O -3.239 -3.390 2.212 -0.389
Pt -2.148 -0.735 -0.215 0.788
H 0.876 -2.317 3.720 0.021
H 2.622 3.307 1.303 0.013
Si 0.995 -1.919 1.275 0.304
Cl -5.549 4.078 -0.461 0.441
O -3.922 -2.131 0.207 -0.507
H 0.654 1.729 -3.389 0.001
C 2.500 2.282 0.938 -0.239
H 0.553 -4.347 1.567 0.023
H 2.897 1.601 1.697 0.009
C 0.124 3.225 -0.670 -0.235
H 1.096 -0.588 3.389 0.007
H -0.915 3.049 -0.953 -0.001
C 0.579 -2.280 -3.093 -0.227
C 0.198 -3.571 0.879 -0.218
H 3.222 -2.901 1.892 0.012
O -4.870 -1.609 2.423 -0.388
S -3.706 -2.106 1.708 0.238
O -1.980 -0.481 -2.015 -0.710
C 2.857 -0.384 -2.499 -0.243
H 3.357 -1.119 -1.863 -0.001

=====

Entry 2:
21
Properties=species:S:1:pos:R:3:lowdin_charge:R:1 method="wB97M-V/def2-TZVPD" orbital_gap_ev=9.90 multiplicity=1 e_homo_ev=-10.41 smiles="O=C1[C@@H]2[C@]3(Cl)[C@@H]4[C@@]1(Cl)[C@]1(Cl)[C@@]2(Cl)[C@@]3(Cl)C(Cl)(Cl)[C@]41Cl" e_tot_ha=-4139.01231
C -0.139 -0.663 2.090 -0.284
Cl 2.923 -1.029 -0.047 0.682
C -0.854 -0.987 -0.165 -0.167
Cl -0.635 3.103 -0.642 0.718
C 0.306 -0.742 -1.166 -0.814
Cl 0.627 -3.187 0.961 0.707
Cl 2.231 1.994 0.870 0.661
Cl -2.971 0.891 0.329 0.688
C -0.354 0.699 1.515 -0.135
Cl -1.228 0.669 -2.987 0.727
C -1.216 0.460 0.272 -0.658
C 0.799 0.942 0.486 -0.656
H -0.701 1.495 2.152 0.167
Cl 1.660 1.162 -2.599 0.662
O -0.635 -1.085 3.139 0.134
C 0.237 -1.428 0.853 -0.642
C 1.209 -0.533 0.086 -0.715
C -0.240 1.364 -0.560 -0.812
H -1.673 -1.609 -0.465 0.154
C 0.092 0.600 -1.848 -1.130
Cl 0.563 -2.116 -2.274 0.712

=====

Entry 3:
78
Properties=species:S:1:pos:R:3:lowdin_charge:R:1 method="wB97M-V/def2-TZVPD" orbital_gap_ev=1.55 multiplicity=1 charge=-1 e_above_lowest_kcal_mol=948.3 e_homo_ev=-5.19 e_tot_ha=-4965.00602
O -2.503 -2.568 -5.731 -0.277
O 0.471 1.284 0.681 -0.274
H -1.377 -1.222 6.914 0.100
H -3.026 7.489 -7.836 0.106
O 2.187 -0.159 0.024 -0.252
C -3.528 7.357 -6.878 -0.230
H -3.112 4.581 0.748 0.080
O -2.719 4.983 -6.103 -0.096
O 1.191 0.581 5.772 -0.092
H 7.789 -1.347 6.271 0.121
H 9.961 -2.300 5.278 0.117
O 1.060 1.181 -1.684 -0.305
O 9.510 2.249 -2.411 -0.315
O -4.157 -2.469 -7.503 -0.240
H -6.008 6.582 1.482 0.114
O -0.054 -0.573 -0.624 -0.246
H 9.609 -0.689 4.647 0.120
C -4.962 4.818 1.230 -0.236
H -6.694 -4.500 1.826 0.115
O -2.839 7.703 -5.721 -0.071
H 0.615 -1.156 5.198 0.128
H -3.136 4.281 -5.598 0.078
S 2.630 -6.629 2.155 0.178
H -7.207 4.476 2.261 0.078
H -4.487 5.729 -5.702 0.105
O 7.648 1.368 -1.091 -0.235
O -7.411 4.997 1.481 -0.060
O -1.760 0.241 5.301 -0.089
H -5.221 3.777 1.034 0.114
H -4.398 8.008 -6.961 0.108
C -6.234 5.623 1.015 -0.269
O 3.735 -5.714 2.176 -0.268
H -7.098 -2.101 1.027 0.112
C 0.435 -0.599 6.117 -0.212
Y -1.970 -4.760 -1.539 1.137
H -4.489 5.359 -7.354 0.105
O -2.074 -1.184 -7.635 -0.283
H -5.278 -1.801 1.100 0.117
H 0.911 0.922 4.919 0.072
Al 2.749 1.609 -7.150 0.996
C -6.091 -2.498 0.896 -0.179
H 6.359 -0.629 4.717 0.087
O 2.288 -7.107 3.495 -0.290
H 7.518 -2.777 5.465 0.117
H -6.499 5.760 -0.033 0.124
C -1.040 -0.279 6.485 -0.192
O 4.150 -4.392 -3.445 -0.244
O -3.805 5.143 0.393 -0.060
S -3.149 -1.699 -6.781 0.223
H -6.233 -3.229 2.970 0.113
H -1.298 0.431 7.271 0.111
H -6.273 -2.640 -1.069 0.074
H -4.792 4.854 2.306 0.115
H 0.877 -0.994 7.032 0.115
O 3.177 -3.902 -5.462 -0.246
O 8.503 0.051 -2.542 -0.223
O -3.894 -0.631 -6.158 -0.225
O 2.950 -7.680 1.229 -0.182
C -3.863 5.823 -6.591 -0.175
S 3.336 -4.973 -4.516 0.181
Y 6.417 -2.405 0.250 1.213
O 7.336 1.792 -3.480 -0.289
O -5.726 -3.073 -0.410 -0.139
S 8.243 1.483 -2.424 0.179
H 10.186 -2.838 3.291 0.085
O 2.042 -5.402 -3.917 -0.254
O 7.021 -1.194 4.311 -0.115
C 7.901 -1.774 5.274 -0.244
S 0.931 0.486 -0.419 0.165
O 1.499 -5.878 1.541 -0.250
C 9.269 -1.725 4.662 -0.253
H -2.927 6.959 -5.120 0.070
C -6.043 -3.639 1.978 -0.263
H -4.503 -4.610 2.751 0.092
O -4.726 -4.069 1.990 -0.109
H -1.130 0.392 4.593 0.059
O 3.897 -6.150 -5.098 -0.234
O 9.335 -2.414 3.424 -0.109

=====

Entry 4:
55
Properties=species:S:1:pos:R:3:lowdin_charge:R:1 method="wB97M-V/def2-TZVPD" orbital_gap_ev=1.35 multiplicity=1 charge=+1 e_above_lowest_kcal_mol=234.3 e_homo_ev=-11.56 e_tot_ha=-1445.76309
H -1.314 3.687 -7.726 0.126
C -4.319 -5.078 -1.983 -0.206
O 0.155 0.758 -0.358 0.204
C -0.378 3.915 -7.215 -0.225
H 1.999 -5.307 0.002 0.114
H 4.663 3.336 -0.453 0.113
H 5.475 3.903 -1.915 0.123
H -4.813 1.062 6.145 0.075
O 1.272 -6.446 1.559 -0.067
H 3.862 -7.015 1.162 0.123
O -0.224 5.289 -7.472 -0.063
H -2.016 3.641 8.710 0.088
H 0.236 5.623 -6.698 0.078
C -0.403 3.632 -5.681 -0.247
H 1.902 -4.501 1.494 0.110
O 3.976 -5.698 2.745 -0.076
H 6.928 1.794 -1.702 0.126
H 4.790 -6.198 2.835 0.080
O -0.709 1.024 1.601 0.182
H -2.732 -3.740 -1.276 0.111
H 0.499 3.762 -5.083 0.115
H -4.082 4.252 8.262 0.117
C 3.637 -5.968 1.364 -0.205
O -1.412 4.413 -5.096 -0.060
H -5.427 2.902 6.789 0.115
O -3.979 1.508 6.308 -0.098
H -5.084 -4.671 -1.323 0.117
H -0.692 2.602 -5.475 0.111
H 5.849 1.253 -0.368 0.121
H -1.517 4.154 -4.177 0.086
O -1.687 1.687 -0.169 0.218
C -4.340 2.850 6.727 -0.209
O -4.978 -5.504 -3.180 -0.034
O -4.029 -2.761 -2.735 -0.051
H 0.520 3.433 -7.602 0.112
H -5.478 -4.768 -3.541 0.087
N -0.743 1.147 0.364 -0.594
H 4.206 -5.331 0.686 0.106
H 1.551 -6.748 2.426 0.083
H -3.775 -5.886 -1.493 0.122
H 6.979 4.719 -0.855 0.087
C -3.322 -3.890 -2.180 -0.216
O 5.062 1.425 -2.201 -0.051
O 6.652 4.075 -0.222 -0.040
H -4.102 3.544 5.920 0.115
H -3.729 -1.946 -2.325 0.082
O -2.326 3.034 8.033 -0.066
C 2.169 -5.468 1.067 -0.221
H -2.502 -4.110 -2.863 0.116
Be -0.171 -0.350 6.331 0.687
H 4.161 1.705 -2.021 0.084
C 5.948 1.901 -1.238 -0.245
C 5.625 3.396 -0.962 -0.222
H -4.118 2.715 8.962 0.117
C -3.714 3.239 8.096 -0.257

=====

Entry 5:
70
Properties=species:S:1:pos:R:3:lowdin_charge:R:1 method="wB97M-V/def2-TZVPD" orbital_gap_ev=10.26 multiplicity=1 e_above_lowest_kcal_mol=22.8 e_homo_ev=-11.03 smiles="C[N+](=O)[O-].C[N+](=O)[O-].C[N+](=O)[O-].C[N+](=O)[O-].C[N+](=O)[O-].C[N+](=O)[O-].C[N+](=O)[O-].C[N+](=O)[O-].C[N+](=O)[O-].C[N+](=O)[O-]" e_tot_ha=-2450.41370
H -0.277 4.912 1.462 0.085
C 0.349 -2.680 4.417 0.051
O 2.017 0.405 -0.766 0.074
O -3.057 1.717 -0.071 0.039
O -0.450 3.730 3.589 0.063
N -4.131 -2.647 -0.806 -0.460
H -0.022 -1.423 -0.298 0.094
H -4.443 -1.989 -2.707 0.105
C -4.472 -1.518 -1.718 0.039
H 3.148 4.257 -2.536 0.089
O 5.340 0.050 3.317 0.067
H -4.760 3.729 0.172 0.100
H 2.605 1.576 2.986 0.089
H -3.705 -0.769 -1.651 0.070
H 0.869 -2.898 -3.845 0.076
N 4.513 0.916 3.483 -0.451
O 1.638 1.940 -4.097 0.024
O 1.258 -5.999 1.012 0.072
O 2.967 -3.817 -6.030 0.070
H -4.408 3.341 -1.582 0.097
O 0.648 4.441 -1.477 0.058
N -1.171 2.935 4.116 -0.467
H 4.019 2.852 -3.194 0.102
O 2.022 -4.962 -4.472 0.059
O 0.663 0.935 0.832 0.032
O -0.316 -5.606 -0.346 0.083
C 1.709 -4.571 -0.707 0.045
H -0.768 1.729 2.499 0.052
O -1.746 3.119 5.144 0.087
H 2.020 -1.879 -4.756 0.097
O -3.199 -2.483 -0.046 0.058
C 3.155 0.648 2.936 0.041
H -5.485 -1.197 -1.522 0.094
N 0.921 0.404 -0.235 -0.409
H -5.942 2.857 -0.839 0.093
H 2.009 -3.734 -0.089 0.082
H -2.412 1.527 3.213 0.104
H 0.673 -2.655 -5.631 0.104
H 2.694 2.655 -1.969 0.067
O -4.784 -3.642 -0.892 0.087
H -0.972 0.862 4.052 0.095
H 2.752 -0.183 3.499 0.089
C -0.147 -0.456 -0.783 0.056
O 1.815 4.338 0.296 0.094
N 2.190 -3.942 -5.111 -0.453
N -4.267 1.753 -0.170 -0.437
C 1.361 -2.735 -4.795 0.053
H -0.338 -3.509 4.574 0.110
H 2.593 -5.167 -0.927 0.104
N 0.430 -2.518 2.945 -0.450
H -0.652 3.330 0.773 0.070
N 2.011 3.086 -3.836 -0.442
C -1.350 1.640 3.400 0.065
N 0.800 -5.466 0.048 -0.480
H -1.224 4.907 -0.018 0.096
H 1.228 -4.296 -1.636 0.074
H -1.122 -0.055 -0.535 0.077
N 0.772 4.398 -0.274 -0.447
O 4.691 1.972 4.070 0.064
C 3.075 3.215 -2.813 0.029
O 1.482 -2.831 2.418 0.058
C -4.892 3.050 -0.659 0.073
H 1.325 -2.895 4.823 0.096
H -0.041 -1.766 4.852 0.090
O -0.542 -2.085 2.395 0.076
O -4.986 0.875 0.232 0.071
H 3.281 0.358 1.897 0.087
O 1.548 4.103 -4.298 0.071
H -0.041 -0.561 -1.858 0.097
C -0.472 4.371 0.543 0.053

=====

Entry 6:
51
Properties=species:S:1:pos:R:3:lowdin_charge:R:1 method="wB97M-V/def2-TZVPD" orbital_gap_ev=7.40 multiplicity=1 charge=+1 e_above_lowest_kcal_mol=86.3 e_homo_ev=-10.77 e_tot_ha=-1052.36022
H -2.944 -6.259 1.598 0.074
O -0.065 -1.416 -1.352 -0.009
H 0.977 -4.145 -2.245 0.108
H -1.649 7.134 0.971 0.115
O 1.645 4.666 -4.793 -0.227
H 2.531 5.394 -6.452 0.095
H 1.512 -3.677 5.364 0.082
H -1.475 -6.856 1.570 0.064
H 0.396 -4.952 5.410 0.082
H -1.935 -3.783 4.174 0.061
H 1.853 -5.228 4.642 0.086
N -0.903 6.167 2.761 0.152
H -1.967 -2.659 -2.433 0.124
H -2.138 -5.448 4.676 0.084
H 3.121 3.806 -5.805 0.081
C 1.089 -4.456 4.730 -0.047
C 1.246 3.477 -4.039 -0.153
H 2.185 2.927 -4.095 0.111
H -3.381 -4.753 3.559 0.080
C -0.044 -5.257 2.800 -0.263
O 0.396 -4.109 3.448 -0.195
H 0.253 -6.163 3.327 0.130
H -0.939 -4.142 -2.673 0.112
N -0.069 2.835 -2.032 0.026
C -2.334 -4.749 3.863 -0.040
C 0.757 3.870 -2.601 -0.374
C 2.090 3.887 -1.743 -0.085
H 1.892 -2.922 -1.431 0.126
N -2.130 -6.391 2.182 0.033
N -1.892 6.155 0.905 0.174
H -2.295 5.790 0.054 0.131
O -1.703 4.216 2.050 0.013
H -0.615 5.737 3.629 0.120
Rb -0.287 -0.078 2.554 0.864
H 0.503 4.920 -2.457 0.136
C -1.504 -5.129 2.600 -0.435
H -0.900 7.167 2.626 0.110
N 0.999 -3.257 -1.764 0.158
C -0.106 -2.566 -1.781 -0.756
H 1.918 4.299 -0.748 0.058
C 2.255 4.429 -6.027 -0.124
C -1.536 5.410 1.893 -0.789
H -0.196 2.982 -1.040 0.059
H 0.502 2.963 -4.648 0.119
H 0.319 1.906 -2.109 0.070
H 0.498 -5.424 1.870 0.127
H 2.396 2.879 -1.462 0.067
H -1.663 -4.408 1.798 0.129
N -1.098 -3.175 -2.429 0.175
H 1.608 3.848 -6.685 0.085
H 2.828 4.540 -2.208 0.077